A structure of composition C7H17N, computed with ωB97M-V/def2-TZVPD.

```
! RIJCOSX wB97M-V def2-TZVPD def2/J DEFGRID3
* xyz 0 1
C -2.27 0.88 -0.65
C -3.36 0.17 0.18
C -2.92 -1.29 0.36
C -0.96 0.97 0.17
N -0.29 -0.13 0.74
C 2.99 1.14 0.21
C 3.10 -0.32 0.41
C 2.42 -1.14 -0.61
H -2.44 1.94 -1.05
H -1.93 0.35 -1.61
H -3.31 0.66 1.15
H -4.37 0.17 -0.21
H -3.02 -1.88 -0.57
H -3.44 -1.83 1.15
H -1.85 -1.32 0.62
H -0.94 1.90 0.61
H 0.18 0.50 -0.35
H 3.61 1.66 0.96
H 3.32 1.38 -0.82
H 1.92 1.51 0.29
H 2.71 -0.57 1.42
H 4.15 -0.56 0.38
H 1.28 -1.05 -0.53
H 2.73 -2.22 -0.54
H 2.66 -0.93 -1.70
*
```

Summary:
M   115.2 g mol⁻¹
ΔE to the lowest compared entry with this formula, charge and spin   128.08 kcal/mol
E_HOMO   -8.2 eV
Orbital gap   8.38 eV
LUMO energy   0.134 eV

=====

A cluster of 2 separate species, C7H17N in total, computed with ωB97M-V/def2-TZVPD.

```
! RIJCOSX wB97M-V def2-TZVPD def2/J DEFGRID3
* xyz 0 1
C -1.51 1.26 0.53
N -2.04 0.21 0.03
C -2.33 -0.89 0.92
C -3.50 -1.73 0.37
H -1.38 1.43 1.59
H -1.16 2.07 -0.16
H -1.46 -1.56 1.02
H -2.57 -0.53 1.93
H -3.87 -2.39 1.16
H -4.32 -1.08 0.01
H -3.24 -2.39 -0.46
C 2.34 2.12 0.29
C 2.63 0.98 -0.63
C 1.75 -0.26 -0.40
C 2.24 -1.52 -1.18
H 1.40 2.67 0.05
H 3.14 2.89 0.22
H 2.31 1.79 1.33
H 3.68 0.68 -0.51
H 2.55 1.27 -1.68
H 1.76 -0.52 0.68
H 0.75 -0.03 -0.71
H 1.41 -2.25 -1.18
H 3.09 -2.00 -0.71
H 2.50 -1.30 -2.22
*
```

Summary:
M   115.2 g mol⁻¹
ΔE to the lowest compared entry with this formula, charge and spin   31.42 kcal/mol
E_HOMO   -9.7 eV
Orbital gap   10.87 eV
LUMO energy   1.124 eV

=====

A structure of composition C7H17N, computed with ωB97M-V/def2-TZVPD.

```
! RIJCOSX wB97M-V def2-TZVPD def2/J DEFGRID3
* xyz 1 2
C 2.44 0.81 -1.06
C 1.64 2.08 -1.35
C 0.47 1.79 -2.31
C 1.66 -0.25 -0.31
N 0.62 -0.03 0.38
C -1.50 -1.00 2.74
C -2.24 -0.88 1.40
C -1.77 -2.02 0.50
H 3.25 1.01 -0.36
H 2.87 0.40 -1.97
H 1.19 2.39 -0.40
H 2.26 2.91 -1.66
H 0.08 2.62 -2.88
H -0.38 1.45 -1.69
H 0.70 0.93 -2.94
H 2.20 -1.20 -0.14
H 0.45 -0.47 -0.77
H -1.90 -0.27 3.45
H -1.58 -1.97 3.20
H -0.44 -0.77 2.62
H -1.94 0.09 1.00
H -3.30 -0.84 1.63
H -2.24 -2.04 -0.49
H -1.84 -2.97 1.01
H -0.71 -1.75 0.38
*
```

Summary:
M   115.2 g mol⁻¹
ΔE to the lowest compared entry with this formula, charge and spin   85.92 kcal/mol
E_HOMO (spin up / spin down)   -14.7 / -14.8 eV
Orbital gap (spin up / spin down)   8.79 / 7.11 eV
LUMO energy (spin up / spin down)   -5.957 / -7.677 eV

=====

A cluster of 2 separate species, C7H17N2 in total, computed with ωB97M-V/def2-TZVPD.

```
! RIJCOSX wB97M-V def2-TZVPD def2/J DEFGRID3
* xyz 1 1
C 0.16 0.64 0.07
C 0.52 -1.82 0.08
C 2.45 -0.24 0.57
C 0.52 -0.47 2.23
C -1.46 0.59 -2.18
C -2.43 0.97 -0.05
C 0.90 -0.44 0.71
N -1.59 0.18 -0.78
N 0.51 1.83 -0.13
H 1.12 -2.68 0.45
H 0.65 -1.89 -1.06
H -0.53 -1.85 0.39
H 2.79 -1.32 0.83
H 2.65 0.07 -0.45
H 2.89 0.54 1.31
H -0.36 -1.00 2.42
H 1.37 -0.94 2.61
H 0.43 0.46 2.69
H -1.24 1.61 -2.33
H -0.78 -0.12 -2.58
H -2.42 0.42 -2.77
H -3.41 0.63 -0.40
H -2.20 0.66 1.04
H -2.40 2.07 -0.17
H 1.50 2.02 0.04
H -0.05 2.49 -0.67
*
```

Summary:
M   129.2 g mol⁻¹
ΔE to the lowest compared entry with this formula, charge and spin   86.24 kcal/mol
E_HOMO (spin up / spin down)   -13.6 / -13.6 eV
Orbital gap (spin up / spin down)   9.40 / 9.40 eV
LUMO energy (spin up / spin down)   -4.185 / -4.184 eV